The following is a quantum chemistry calculation of a structure of composition C25H27ClN3O6Zn, from the Open Molecules 2025 dataset.

Geometry as XYZ:
```
63
C25H27ClN3O6Zn (ωB97M-V/def2-TZVPD)
Zn 0.074 0.995 -0.176
C 2.828 -3.603 3.234
O 1.868 -2.646 3.652
C 2.157 -1.896 4.739
C 3.164 -2.189 5.650
C 3.345 -1.388 6.772
C 2.535 -0.287 6.985
C 1.559 0.034 6.049
C 1.359 -0.750 4.923
N 0.366 -0.432 3.981
C 0.607 -0.177 2.634
N 1.924 -0.043 2.320
C 2.562 -0.089 1.055
C 1.957 0.278 -0.150
C 2.770 0.171 -1.286
C 4.092 -0.255 -1.251
C 4.670 -0.586 -0.032
C 3.902 -0.497 1.110
O 4.460 -0.829 2.347
C 5.049 0.281 3.016
N -0.336 -0.067 1.772
C -1.672 -0.124 2.224
C -2.228 1.006 2.827
C -3.519 1.004 3.330
C -4.288 -0.147 3.218
C -3.768 -1.258 2.578
C -2.474 -1.261 2.057
O -2.092 -2.418 1.457
C -1.163 -2.367 0.362
H 2.463 -3.992 2.287
H 2.911 -4.425 3.952
H 3.800 -3.129 3.084
H 3.797 -3.050 5.493
H 4.128 -1.636 7.478
H 2.673 0.338 7.858
H 0.947 0.919 6.174
H -0.541 -0.147 4.313
H 2.555 -0.269 3.071
H 2.349 0.448 -2.247
H 4.675 -0.318 -2.162
H 5.699 -0.914 0.049
H 6.073 0.442 2.668
H 5.059 0.055 4.083
H 4.469 1.192 2.844
H -1.611 1.897 2.858
H -3.922 1.899 3.786
H -5.299 -0.176 3.605
H -4.356 -2.158 2.447
H -1.289 -3.319 -0.152
H -0.137 -2.272 0.713
H -1.404 -1.532 -0.300
C -2.584 1.460 -1.081
O -1.575 0.511 -0.968
H -3.530 0.985 -1.390
H -2.357 2.242 -1.823
H -2.795 1.986 -0.133
Cl -1.189 5.911 -0.386
C 0.181 5.071 0.412
C 0.132 3.564 0.164
O 0.310 3.144 -0.995
O -0.056 2.826 1.167
H 0.112 5.288 1.471
H 1.090 5.486 -0.016
```

Calculated values
- total energy (eV) = -104061.28963
- energy above the lowest of the compared OMol25 structures with the same formula, charge and spin (kJ/mol) = 0.0
- charge = -1